(1)
{"formula": "C16H29N3O4S", "method": "ωB97M-V/def2-TZVPD", "species": ["C", "C", "C", "S", "O", "O", "N", "C", "C", "C", "C", "C", "O", "N", "C", "C", "C", "N", "C", "C", "C", "C", "O", "C", "H", "H", "H", "H", "H", "H", "H", "H", "H", "H", "H", "H", "H", "H", "H", "H", "H", "H", "H", "H", "H", "H", "H", "H", "H", "H", "H", "H", "H"], "positions_angstrom": [[-3.07803, -4.19631, 0.44963], [-3.46323, -2.74542, 0.71720], [-2.70841, -1.78462, -0.18345], [-3.24417, -0.10801, 0.24604], [-2.67709, 0.24917, 1.52333], [-4.67411, -0.03200, 0.14675], [-2.63262, 0.81375, -1.02881], [-3.25697, 2.11674, -1.16492], [-2.73453, 3.12096, -0.13525], [-1.20949, 3.20782, -0.19639], [-0.62524, 1.80487, 0.00713], [0.88753, 1.80938, -0.06246], [1.51534, 1.81239, -1.10496], [1.49087, 1.83220, 1.14708], [2.92437, 1.81422, 1.29411], [3.43662, 0.62094, 2.10764], [2.85534, -0.72882, 1.66900], [2.92412, -0.95907, 0.25176], [4.16006, -0.91826, -0.49657], [3.78365, -1.54280, -1.84498], [2.28292, -1.27873, -1.94481], [1.83771, -1.21543, -0.49949], [0.70826, -1.36201, -0.06968], [-1.19099, 0.88346, -1.07889], [-3.31597, -4.47114, -0.57530], [-2.01138, -4.33912, 0.60512], [-3.61816, -4.86091, 1.11889], [-3.24174, -2.48484, 1.75383], [-4.53381, -2.60204, 0.56077], [-1.63590, -1.84547, -0.02106], [-2.95360, -1.91877, -1.23253], [-4.32942, 1.96137, -1.04429], [-3.05600, 2.47238, -2.18100], [-3.03711, 2.78481, 0.85827], [-3.17873, 4.10000, -0.32287], [-0.84009, 3.88898, 0.57389], [-0.89251, 3.59060, -1.16999], [-0.95145, 1.42007, 0.97629], [0.92640, 1.78843, 1.98042], [3.32030, 1.79240, 0.27627], [3.26150, 2.74070, 1.77514], [3.18447, 0.76021, 3.16089], [4.52495, 0.60074, 2.02624], [1.79388, -0.78768, 1.92550], [3.38684, -1.52884, 2.20132], [4.50224, 0.11478, -0.62695], [4.93898, -1.47938, 0.02850], [3.97352, -2.61711, -1.82729], [4.34513, -1.10579, -2.66762], [2.07553, -0.29543, -2.37400], [1.73548, -2.03150, -2.50729], [-0.78831, -0.11931, -0.95550], [-0.89695, 1.25746, -2.06463]], "forces_ev_per_a": [[0.0, 0.3, 0.0], [-0.1, -0.1, 0.1], [-0.2, 0.7, 0.2], [0.1, -0.2, -0.6], [0.3, -0.2, 0.0], [-0.2, 0.0, -0.2], [-0.5, -0.8, 0.5], [-0.5, 0.4, 0.3], [0.1, 0.0, -0.2], [-0.1, -0.1, 0.2], [0.2, 0.1, -0.4], [-0.6, 0.0, 0.4], [0.1, 0.0, -0.5], [0.2, 0.0, 0.5], [0.3, 0.0, 0.0], [-0.2, 0.0, -0.3], [-0.1, 0.1, 0.3], [0.3, 0.0, 0.2], [0.2, 0.1, -0.1], [0.0, 0.0, 0.0], [0.0, 0.0, -0.1], [0.0, -0.2, -0.4], [-0.4, 0.0, 0.1], [0.6, -0.2, 0.3], [0.0, -0.1, -0.1], [0.1, -0.1, 0.0], [0.0, -0.1, 0.0], [-0.1, 0.0, 0.0], [0.0, 0.0, 0.1], [0.1, 0.0, -0.1], [0.0, 0.0, -0.1], [0.0, 0.2, -0.2], [0.0, -0.1, 0.0], [-0.1, 0.1, 0.0], [0.0, 0.0, 0.0], [0.0, 0.0, 0.0], [0.1, 0.0, 0.0], [0.1, 0.1, -0.1], [-0.1, 0.0, -0.1], [0.0, 0.0, 0.2], [0.0, -0.1, -0.1], [0.1, 0.0, 0.1], [0.1, 0.1, 0.1], [0.2, -0.1, 0.0], [-0.1, 0.0, 0.0], [0.1, 0.0, 0.0], [0.0, 0.1, 0.0], [0.0, 0.0, 0.0], [0.0, 0.0, 0.0], [0.0, 0.0, 0.0], [-0.1, 0.0, 0.1], [0.1, 0.1, -0.1], [0.0, -0.1, 0.1]], "homo_lumo_gap_ev": 9.739, "e_above_lowest_kcal_mol": 0.0, "total_charge": 0, "largest_force_ha_per_bohr": 0.020, "e_lumo_ha": 0.02590, "energy_ha": -1490.5459}

***

(2)
{"formula": "C16H24IN2O8P2Pd", "method": "ωB97M-V/def2-TZVPD", "species": ["C", "C", "H", "H", "H", "O", "I", "Pd", "P", "C", "C", "H", "H", "H", "H", "H", "H", "C", "H", "H", "H", "P", "C", "C", "H", "H", "H", "C", "H", "H", "H", "H", "H", "H", "C", "O", "O", "C", "O", "C", "C", "C", "C", "C", "C", "N", "O", "O", "N", "O", "O", "H", "H", "H"], "positions_angstrom": [[4.96955, 3.66039, -2.10817], [3.80487, 2.86851, -1.52930], [5.52792, 2.97146, -2.77006], [5.58966, 4.03725, -1.30281], [4.61419, 4.51375, -2.69330], [3.59955, 1.68784, -1.72370], [2.49736, 4.03283, -0.33422], [0.21711, -0.30494, -0.09408], [0.09180, 0.94486, -2.09555], [-0.53071, -0.23150, -3.33924], [-1.36228, 2.00347, -1.82063], [-1.72220, 2.40237, -2.77610], [0.43803, 2.06727, -4.22357], [-1.07122, 2.83427, -1.16574], [1.14539, 3.04280, -2.90632], [-1.51893, -0.59560, -3.04982], [-2.14915, 1.41328, -1.33887], [1.00879, 2.01930, -3.28347], [-0.58120, 0.24806, -4.31994], [1.99527, 1.59534, -3.50192], [0.17094, -1.06766, -3.40050], [2.44267, 0.18345, 1.11041], [3.32463, -1.41470, 1.25965], [3.94839, 1.19225, 1.39992], [1.04559, 1.44700, 2.57718], [2.02994, 0.30340, 3.53775], [0.62606, -0.30881, 2.60860], [1.44444, 0.42340, 2.62754], [3.71877, 2.26554, 1.48598], [4.43275, 0.86457, 2.33438], [4.13317, -1.34115, 2.00468], [3.83026, -1.56240, 0.29691], [4.65128, 1.04639, 0.56355], [2.64018, -2.24219, 1.45649], [0.56151, -2.08660, -1.09250], [1.32976, -2.86476, -1.52639], [-0.05787, -2.19133, 1.27672], [-1.05203, -2.32203, 0.54070], [-0.95410, -2.68977, -0.71154], [-2.42078, -2.01129, 1.11395], [-3.38705, -1.33718, 0.40558], [-4.69416, -1.24803, 0.93918], [-5.05337, -1.93111, 2.10202], [-4.04233, -2.55567, 2.84798], [-2.70144, -2.55534, 2.36330], [-4.39694, -3.35973, 4.02554], [-5.59873, -3.34803, 4.40082], [-3.48528, -4.00066, 4.59450], [-5.70063, -0.46299, 0.28833], [-5.37040, 0.22125, -0.69815], [-6.87344, -0.48677, 0.70580], [-3.10044, -0.81424, -0.49374], [-6.09256, -2.03470, 2.43137], [-1.91258, -2.92109, 3.00084]], "forces_ev_per_a": [[-0.6, -0.5, -0.1], [2.3, -4.0, -2.9], [-0.2, 0.3, 0.4], [0.2, 0.0, 0.2], [-0.1, 0.0, 0.0], [-0.2, 3.7, 1.4], [-1.1, 0.9, 0.9], [1.9, 1.0, -0.5], [-1.1, 0.8, -1.5], [0.2, -0.5, 0.2], [0.1, 0.1, 0.2], [0.0, -0.1, 0.2], [0.1, 0.0, 0.5], [-0.3, -0.1, -0.1], [-0.1, -0.3, -0.1], [0.1, -0.1, -0.1], [0.0, 0.3, -0.1], [0.9, 0.1, 0.3], [-0.1, -0.1, 0.2], [-0.3, 0.1, -0.1], [-0.2, 0.0, -0.2], [0.3, -1.2, 1.1], [-0.1, 0.0, -0.5], [0.0, 0.9, -0.6], [-0.1, -0.3, 0.2], [0.0, 0.0, 0.0], [0.2, 0.2, 0.2], [0.0, 0.2, -0.4], [0.2, -0.3, 0.1], [-0.3, 0.1, -0.3], [-0.5, 0.0, 0.0], [-0.2, -0.2, 0.1], [-0.2, 0.0, 0.4], [0.2, 0.1, 0.0], [2.6, -2.7, -1.3], [-1.9, 2.2, 0.9], [-0.6, 0.2, 0.1], [0.0, -0.4, 0.2], [-0.7, 0.7, 1.1], [0.2, -1.3, 0.5], [-1.3, 0.5, 0.4], [1.2, -0.9, 0.8], [-0.1, -0.4, 0.3], [0.2, 0.2, -1.5], [-0.9, 0.0, 1.2], [5.5, -0.8, -0.3], [-0.5, -0.4, 0.8], [-4.0, 1.7, -1.1], [-3.3, 2.2, -2.2], [0.3, -1.3, 1.7], [2.6, -0.5, -0.1], [-0.4, -0.1, -0.3], [0.2, 0.5, -0.4], [0.2, -0.4, -0.2]], "homo_lumo_gap_ev": [5.220, 4.189], "total_charge": 3, "largest_force_ha_per_bohr": 0.108, "spin_multiplicity": 5, "e_lumo_ha": [-0.41553, -0.51854], "energy_ha": -2442.3019}

***

(3)
{"formula": "C21H28N2O6S", "method": "ωB97M-V/def2-TZVPD", "species": ["C", "H", "O", "C", "C", "C", "C", "C", "C", "H", "S", "O", "O", "N", "C", "C", "N", "C", "H", "C", "O", "H", "C", "O", "C", "C", "C", "C", "C", "C", "H", "H", "H", "H", "H", "H", "H", "H", "H", "C", "C", "H", "H", "H", "H", "H", "H", "H", "H", "O", "C", "H", "H", "H", "H", "H", "H", "H"], "positions_angstrom": [[3.98078, 0.37174, 2.40227], [4.32932, 1.49937, 2.35954], [2.51478, 0.47198, 2.90075], [1.71266, 1.16436, 2.18137], [2.01259, 1.99162, 0.92762], [0.97210, 2.41872, 0.35206], [-0.22996, 2.32645, 0.96242], [-0.63507, 1.81256, 1.98755], [0.42960, 1.13764, 2.60389], [0.27824, 0.64701, 3.68326], [-2.35621, 1.44539, 2.76437], [-3.05615, 2.73597, 2.44297], [-1.89026, 1.36195, 4.21829], [-3.08483, 0.24542, 2.13675], [-2.60724, -0.93151, 2.37929], [-1.43602, -1.66609, 1.54312], [-1.85237, -1.42604, 0.22859], [-0.83135, -1.99047, -0.72278], [-0.63800, -2.80009, -0.32094], [-1.44413, -2.43223, -2.11287], [-2.35212, -3.32021, -2.13908], [-2.89843, -3.40601, -1.29979], [-0.39801, -2.84136, -3.10724], [0.48311, -1.82380, -3.47442], [1.35744, -1.12115, -3.02438], [2.17250, -1.91861, -1.81113], [3.51283, -1.32212, -1.19862], [3.66511, -0.19565, -1.64956], [3.23322, 0.47211, -2.53986], [2.04119, 0.03017, -3.08236], [1.36478, 0.59256, -3.97333], [3.49475, 1.65218, -2.93563], [4.66912, 0.22415, -1.12363], [4.00789, -1.93532, -0.51482], [1.98648, -2.92434, -1.56879], [-0.96507, -3.24639, -4.01757], [0.22237, -3.39602, -2.73641], [-1.89270, -1.64495, -2.45223], [-0.13932, -1.22137, -0.86751], [-2.39043, -0.29874, -0.28212], [-3.35865, 0.39063, 0.93246], [-3.51043, 1.22415, 0.59073], [-4.26279, -0.14748, 0.58241], [-2.64753, -0.08534, -1.19669], [-1.48905, 0.51676, -0.36000], [-1.35604, -2.49482, 1.86510], [-0.54184, -0.92316, 1.76869], [-2.16914, -0.90957, 3.64927], [-3.59377, -1.63179, 2.33679], [-1.48183, 2.88399, 0.24245], [-1.39957, 3.84701, -0.83777], [-2.37759, 4.27201, -1.04423], [-1.17440, 3.36500, -1.62056], [-0.57277, 4.62844, -0.48917], [1.07065, 2.94852, -0.41808], [2.82100, 1.61577, 0.59864], [4.62580, -0.09830, 2.97947], [4.07476, -0.14072, 1.30147]], "forces_ev_per_a": [[-4.0, 4.4, -5.2], [-0.6, -2.3, -0.2], [6.2, -2.7, 0.9], [-1.8, 3.2, -3.5], [-1.0, -4.7, 8.4], [-3.2, -0.3, 2.4], [-4.6, 7.1, -10.5], [-2.0, -6.9, 9.0], [-0.9, -1.3, 4.8], [0.1, 0.9, -2.7], [4.7, 11.3, 5.2], [0.5, -3.9, 0.7], [-2.2, -1.5, -4.1], [1.2, 2.2, 6.2], [1.9, -10.7, 7.5], [-2.1, 17.2, -1.9], [0.8, -6.3, -4.4], [-5.4, 5.5, -3.6], [3.4, -7.7, 4.0], [5.8, 2.4, 2.6], [-5.8, -6.7, 2.3], [1.1, 0.4, -1.4], [-5.7, 4.9, -3.7], [-5.9, 0.8, -6.7], [9.2, -3.3, 11.1], [3.4, 3.3, -0.8], [-10.0, -12.0, -0.2], [13.8, 4.7, 8.8], [-6.5, 10.9, -10.8], [-5.2, 3.0, -6.9], [2.4, -0.1, 2.0], [-0.2, -3.8, 1.6], [-1.7, -0.1, -1.1], [0.9, -0.4, 1.0], [-0.6, -1.3, 0.4], [1.3, 0.7, 1.1], [5.8, -7.8, 4.1], [-1.9, 5.8, -2.4], [1.8, 0.7, -0.2], [3.6, 6.2, 8.7], [-2.9, -8.2, -12.4], [-1.4, 9.4, -2.9], [-0.4, -0.1, 1.1], [-2.8, -0.6, -5.0], [-1.0, -1.0, 0.4], [1.2, -11.2, 3.6], [-0.8, -1.9, -0.2], [-1.6, -0.4, -3.8], [2.3, 0.9, 0.2], [1.3, -0.2, -0.1], [0.8, 3.4, 7.5], [-0.1, 0.3, 0.7], [2.4, -3.3, -6.3], [-1.9, -1.1, -1.3], [0.3, 3.9, -6.7], [6.3, -0.9, -3.3], [2.0, -2.5, 3.5], [-0.7, 1.4, 2.6]], "homo_lumo_gap_ev": 8.406, "e_above_lowest_kcal_mol": 654.4, "total_charge": 0, "largest_force_ha_per_bohr": 0.338, "e_lumo_ha": 0.01494, "energy_ha": -1775.1690}

***

(4)
{"formula": "C19H32I2NO", "method": "ωB97M-V/def2-TZVPD", "species": ["C", "C", "I", "C", "I", "C", "C", "N", "C", "C", "C", "C", "C", "C", "C", "C", "O", "H", "H", "H", "H", "H", "H", "H", "H", "H", "H", "H", "H", "H", "H", "H", "H", "H", "H", "C", "C", "C", "C", "C", "C", "H", "H", "H", "H", "H", "H", "H", "H", "H", "H", "H", "H", "H", "H"], "positions_angstrom": [[-0.59465, 4.09597, -1.94898], [-1.50518, 3.56704, -0.81337], [-0.35700, 3.43693, 1.01031], [-2.26552, 2.27598, -1.12844], [-3.62801, 2.77356, -2.75177], [-1.36170, 1.10419, -1.55733], [-0.90918, 0.26355, -0.36338], [0.12600, -0.75492, -0.81039], [-0.05293, -1.17649, -2.24085], [0.90692, -0.51130, -3.20196], [1.78615, 0.47553, -2.83234], [2.63053, 1.09913, -3.71948], [2.58892, 0.70628, -5.02670], [1.73530, -0.28501, -5.43232], [0.90884, -0.88451, -4.52263], [-1.54240, -1.03634, -2.58593], [-2.05148, 0.27623, -2.49150], [0.44897, 4.09601, -1.62772], [-0.82803, 5.11646, -2.24817], [-0.61978, 3.45061, -2.83086], [-2.25624, 4.33510, -0.64030], [-2.90907, 2.01852, -0.28672], [-0.47009, 1.49310, -2.06268], [-0.44084, 0.84990, 0.42520], [-1.74477, -0.28235, 0.07832], [-0.05128, -1.58427, -0.23872], [1.07684, -0.46610, -0.57333], [0.16554, -2.24941, -2.27683], [1.80952, 0.82219, -1.79748], [3.28319, 1.89095, -3.37924], [3.23540, 1.19079, -5.75021], [1.68265, -0.60070, -6.46635], [0.23372, -1.67625, -4.83738], [-2.10006, -1.76975, -1.98359], [-1.66843, -1.34933, -3.62436], [-0.73942, -3.21857, 5.50297], [-0.20283, -1.79052, 5.53349], [-0.71156, -0.92836, 4.37879], [-0.30223, -1.41479, 2.98799], [1.20658, -1.53964, 2.76668], [1.94819, -0.21131, 2.89318], [-0.42986, -3.74878, 4.60006], [-0.36576, -3.78505, 6.35610], [-1.83018, -3.22525, 5.54600], [0.89044, -1.80804, 5.54388], [-0.50761, -1.32192, 6.47173], [-0.36417, 0.09835, 4.52362], [-1.80381, -0.88293, 4.42243], [-0.71580, -0.71882, 2.24489], [-0.77135, -2.38294, 2.78603], [1.37894, -1.94583, 1.76053], [1.63264, -2.26573, 3.46136], [1.56517, 0.51194, 2.16741], [3.01278, -0.35098, 2.70103], [1.84797, 0.21790, 3.88934]], "forces_ev_per_a": [[0.7, -0.5, 0.2], [-0.1, 0.5, -0.9], [-0.1, 0.2, 0.2], [0.3, 0.1, -0.3], [0.1, 0.0, 0.3], [0.0, -0.1, 0.0], [0.1, 0.3, 0.1], [-0.7, -0.5, 0.5], [0.1, -0.5, -0.7], [-0.1, 0.4, 0.5], [0.0, 0.5, 1.6], [0.1, 0.2, 0.3], [0.9, 0.7, -1.0], [-0.2, -0.4, -0.7], [-1.0, -1.1, -0.2], [0.3, -0.3, -0.3], [0.2, -0.3, 0.4], [-0.1, 0.1, -0.1], [-0.2, -0.1, 0.1], [-0.3, 0.2, 0.0], [0.1, -0.1, 0.5], [0.0, -0.1, -0.1], [-0.1, 0.2, 0.1], [-0.1, 0.0, -0.2], [0.0, 0.0, -0.2], [0.2, 0.1, 0.1], [0.0, 0.1, -0.3], [-0.1, 0.1, 0.1], [0.1, 0.1, -0.1], [0.0, 0.0, 0.0], [0.0, -0.1, 0.0], [0.1, 0.1, 0.0], [0.1, 0.1, -0.1], [-0.1, 0.3, 0.1], [0.0, 0.0, 0.1], [0.1, 0.0, 0.0], [-0.1, -0.1, 0.0], [0.0, 0.1, 0.0], [0.0, -0.1, -0.1], [-0.1, 0.2, 0.0], [0.1, -0.2, -0.1], [0.0, 0.0, 0.0], [0.0, 0.0, 0.0], [0.0, 0.0, 0.0], [0.0, 0.0, 0.0], [0.0, 0.0, 0.0], [0.0, 0.0, 0.0], [0.0, 0.0, 0.0], [0.0, 0.0, 0.1], [0.0, 0.0, 0.0], [0.1, -0.1, 0.0], [0.0, 0.0, 0.0], [0.0, 0.1, 0.0], [0.0, 0.1, 0.0], [0.0, 0.0, 0.0]], "homo_lumo_gap_ev": 9.129, "total_charge": 1, "largest_force_ha_per_bohr": 0.033, "e_lumo_ha": -0.10746, "energy_ha": -1468.2986}